{
  "formula": "C8H12O4S",
  "method": "wB97M-V/def2-TZVPD",
  "symbols": ["C", "C", "C", "C", "C", "C", "C", "C", "O", "O", "O", "O", "S", "H", "H", "H", "H", "H", "H", "H", "H", "H", "H", "H", "H"],
  "xyz": [[-0.029, -0.652, -1.531], [0.193, 1.666, -0.338], [-0.878, 0.361, -0.663], [0.334, -1.640, -0.409], [1.268, 1.582, 0.609], [-0.959, -1.650, 0.492], [-0.679, 2.868, 0.003], [-1.274, -2.664, 1.435], [2.572, 0.286, -1.283], [3.469, 0.140, 1.078], [-1.435, -0.407, 0.363], [1.338, -1.097, 0.408], [2.335, 0.273, 0.139], [-0.642, -0.950, -2.397], [0.793, -0.202, -1.947], [0.709, 1.800, -1.272], [-1.723, 0.866, -1.084], [0.586, -2.626, -0.758], [0.993, 1.311, 1.662], [-0.538, 3.285, 0.969], [-1.757, 2.597, -0.002], [-0.471, 3.685, -0.702], [-1.152, -3.717, 1.038], [-2.396, -2.549, 1.833], [-0.659, -2.564, 2.357]],
  "gap_ev": [4.86, 6.12],
  "energy_ha": -1010.9656,
  "e_above_lowest_kcal_mol": 98.36
}

---

{
  "formula": "C8H12O4Yb",
  "method": "wB97M-V/def2-TZVPD",
  "symbols": ["O", "C", "O", "C", "C", "C", "C", "C", "O", "C", "O", "C", "H", "H", "H", "H", "H", "H", "H", "H", "H", "H", "H", "H", "Yb"],
  "xyz": [[-1.146, 3.100, -1.178], [-1.414, 2.197, -0.475], [-1.365, 2.370, 0.956], [-1.841, 0.793, -1.074], [-1.583, -0.425, -0.154], [-0.256, -1.062, -0.590], [0.965, -0.301, -0.086], [1.082, -0.355, 1.463], [2.411, -0.720, 1.769], [2.746, -1.601, 0.747], [3.187, -2.680, 0.942], [2.279, -0.954, -0.530], [-0.457, 2.528, 1.274], [-2.899, 0.845, -1.399], [-1.272, 0.744, -1.995], [-2.394, -1.145, -0.256], [-1.535, -0.138, 0.902], [-0.214, -2.082, -0.213], [-0.234, -1.118, -1.677], [0.954, 0.714, -0.497], [0.421, -1.157, 1.808], [0.837, 0.558, 2.001], [3.023, -0.224, -0.830], [2.179, -1.701, -1.309], [-3.476, 1.815, 0.399]],
  "gap_ev": 5.62,
  "total_charge": 2,
  "energy_ha": -1770.9701,
  "e_above_lowest_kcal_mol": 0.00
}

---

{
  "formula": "C8H12O7",
  "method": "wB97M-V/def2-TZVPD",
  "symbols": ["C", "C", "O", "C", "C", "O", "O", "C", "O", "O", "C", "C", "C", "O", "O", "H", "H", "H", "H", "H", "H", "H", "H", "H", "H", "H", "H"],
  "xyz": [[1.127, -2.895, 0.242], [1.957, -1.708, -0.215], [1.465, -0.544, 0.416], [1.588, 0.638, -0.326], [0.372, 1.546, -0.183], [0.834, 2.867, 0.133], [-0.414, 1.669, -1.341], [-1.548, 2.332, -0.922], [-2.295, 2.934, -1.659], [-1.714, 2.152, 0.406], [-0.667, 1.306, 0.905], [-1.254, -0.074, 1.124], [-1.857, -0.708, -0.110], [-1.209, -1.083, -1.056], [-3.215, -0.917, -0.039], [1.427, -3.786, -0.293], [0.094, -2.673, 0.008], [1.243, -3.019, 1.312], [1.885, -1.638, -1.299], [3.006, -1.873, 0.027], [2.460, 1.189, 0.014], [1.728, 0.443, -1.388], [1.504, 3.109, -0.507], [-0.268, 1.650, 1.848], [-2.048, 0.037, 1.853], [-0.524, -0.767, 1.517], [-3.676, -0.190, -0.466]],
  "gap_ev": 11.01,
  "smiles": "CCOC[C@@]1(O)OC(=O)O[C@H]1CC(=O)O",
  "energy_ha": -838.7182
}

---

{
  "formula": "C8H12OS",
  "method": "wB97M-V/def2-TZVPD",
  "symbols": ["C", "C", "C", "C", "C", "C", "C", "S", "C", "O", "H", "H", "H", "H", "H", "H", "H", "H", "H", "H", "H", "H"],
  "xyz": [[1.327, -1.032, 1.168], [0.751, -0.040, 0.043], [1.779, 1.121, -0.065], [0.881, -0.851, -1.227], [-0.744, 0.382, 0.209], [-1.317, 1.586, 0.086], [-2.651, 1.582, -0.102], [-3.351, 0.008, -0.145], [-1.819, -0.750, 0.010], [-1.706, -2.095, 0.047], [2.318, -1.347, 0.671], [1.480, -0.351, 2.101], [0.744, -1.853, 1.387], [2.670, 0.700, 0.300], [1.910, 1.413, -1.116], [1.411, 2.008, 0.533], [0.530, -0.190, -2.086], [1.931, -1.089, -1.226], [0.272, -1.738, -1.096], [-0.776, 2.535, 0.167], [-3.414, 2.386, -0.403], [-2.224, -2.390, 0.742]],
  "gap_ev": 8.41,
  "smiles": "CC(C)(C)c1ccsc1O",
  "energy_ha": -785.3708,
  "e_above_lowest_kcal_mol": 39.66
}

---

{
  "formula": "C8H12S",
  "method": "wB97M-V/def2-TZVPD",
  "symbols": ["C", "C", "C", "C", "S", "C", "C", "C", "C", "H", "H", "H", "H", "H", "H", "H", "H", "H", "H", "H", "H"],
  "xyz": [[-3.151, 0.268, 0.083], [-1.814, -0.425, -0.193], [-0.702, 0.094, 0.727], [0.529, -0.490, 0.186], [0.666, -2.351, 0.208], [1.341, 0.113, -0.888], [2.093, 1.289, -0.260], [3.337, 0.527, 0.152], [1.953, 0.156, 0.667], [-3.373, -0.024, 1.109], [-4.140, -0.144, -0.368], [-3.129, 1.393, -0.156], [-1.658, -0.212, -1.289], [-2.111, -1.540, 0.017], [-1.051, -0.243, 1.702], [-0.673, 1.239, 0.784], [0.219, -2.451, -1.032], [1.848, -0.622, -1.705], [1.815, 2.318, -0.246], [4.158, 0.084, -0.494], [3.844, 1.021, 0.997]],
  "gap_ev": 9.32,
  "smiles": "CCC[C@@]1(S)[C@H]2[C@@H]3C[C@@]321",
  "energy_ha": -709.9787,
  "e_above_lowest_kcal_mol": 141.67
}

---

{
  "formula": "C8H13BFN2O2",
  "method": "wB97M-V/def2-TZVPD",
  "symbols": ["O", "B", "O", "C", "C", "C", "C", "N", "N", "C", "C", "C", "C", "F", "H", "H", "H", "H", "H", "H", "H", "H", "H", "H", "H", "H", "H"],
  "xyz": [[3.242, -1.394, -0.013], [2.244, -1.400, -1.002], [1.788, -2.595, -1.518], [1.663, 0.064, -1.448], [1.111, 0.744, -0.216], [1.975, 1.375, 0.728], [1.275, 1.938, 1.819], [-0.030, 1.859, 1.938], [-0.913, 1.318, 1.116], [-0.303, 0.797, 0.075], [-1.258, 0.155, -0.973], [-2.678, -0.130, -0.406], [-2.740, -1.299, 0.619], [-3.556, -2.314, 0.142], [2.827, -1.201, 0.842], [0.817, -2.546, -1.478], [0.950, -0.035, -2.282], [2.533, 0.632, -1.842], [3.065, 1.420, 0.655], [1.846, 2.461, 2.598], [-0.443, 2.268, 2.779], [-1.388, 0.854, -1.829], [-0.810, -0.777, -1.372], [-3.319, -0.377, -1.276], [-3.105, 0.804, 0.010], [-3.082, -0.918, 1.599], [-1.712, -1.706, 0.733]],
  "gap_ev": 9.28,
  "smiles": "OB(O)Cc1cc[nH+]nc1CCCF",
  "total_charge": 1,
  "energy_ha": -697.1526
}

---

{
  "formula": "C8H13BMnN2",
  "method": "wB97M-V/def2-TZVPD",
  "symbols": ["C", "C", "C", "C", "C", "Mn", "N", "C", "C", "H", "H", "H", "H", "H", "H", "H", "H", "H", "H", "B", "C", "N", "H", "H", "H"],
  "xyz": [[-0.450, 0.858, -2.361], [0.963, 1.005, -2.125], [1.131, 1.836, -0.970], [-0.168, 2.198, -0.487], [-1.146, 1.601, -1.345], [0.063, 0.073, -0.454], [-1.262, -1.201, -0.640], [-0.377, -2.277, -0.949], [0.960, -1.570, -1.053], [2.079, 2.244, -0.615], [1.757, 0.660, -2.781], [-0.375, 2.941, 0.285], [-2.219, 1.788, -1.314], [-0.899, 0.390, -3.223], [1.328, -1.554, -2.087], [-0.332, -3.072, -0.194], [-2.189, -1.419, -0.295], [1.676, -1.910, -0.293], [-0.679, -2.772, -1.877], [-0.004, -0.002, 4.297], [0.044, 0.066, 2.747], [0.110, 0.128, 1.582], [0.979, -0.569, 4.719], [-0.989, -0.571, 4.705], [-0.003, 1.130, 4.730]],
  "gap_ev": [6.34, 7.46],
  "s2": 6.0795,
  "total_charge": -1,
  "spin_multiplicity": 5,
  "energy_ha": -1597.9341,
  "e_above_lowest_kcal_mol": 0.00
}

---

{
  "formula": "C8H13BO2",
  "method": "wB97M-V/def2-TZVPD",
  "symbols": ["C", "C", "C", "C", "C", "C", "C", "B", "O", "C", "O", "H", "H", "H", "H", "H", "H", "H", "H", "H", "H", "H", "H", "H"],
  "xyz": [[-2.535, -1.955, 0.178], [-1.484, -0.855, 0.340], [-0.240, -1.207, 0.429], [1.059, -0.448, 0.634], [1.877, 0.207, -0.509], [3.357, 0.001, -0.612], [1.230, 1.017, 0.551], [-0.492, 1.615, 0.209], [-0.662, 2.845, -0.276], [-2.084, 0.587, 0.296], [-2.809, 0.985, -0.777], [-3.508, -1.645, 0.478], [-2.491, -2.908, 0.803], [-2.706, -2.361, -0.796], [-0.094, -2.251, 0.158], [1.596, -1.080, 1.417], [1.340, 0.185, -1.495], [3.858, 0.533, 0.249], [3.846, 0.524, -1.442], [3.695, -1.088, -0.548], [1.981, 1.639, 1.205], [0.045, 3.484, -0.453], [-2.588, 0.679, 1.323], [-2.191, 1.496, -1.360]],
  "gap_ev": 9.09,
  "smiles": "CC1=C[C@H]2[C@H](C)[C@H]2B(O)[C@H]1O",
  "energy_ha": -487.8613,
  "e_above_lowest_kcal_mol": 111.87
}

---

{
  "formula": "C8H13BaClO4",
  "method": "wB97M-V/def2-TZVPD",
  "symbols": ["C", "C", "C", "H", "C", "H", "H", "H", "C", "H", "H", "C", "H", "H", "C", "H", "H", "C", "H", "H", "Ba", "H", "O", "Cl", "O", "O", "O"],
  "xyz": [[0.031, 2.551, -0.662], [-2.401, 0.374, -0.261], [-0.256, 2.574, -1.941], [0.813, 3.273, -0.364], [-1.684, -0.429, -1.111], [-3.136, -0.147, 0.368], [0.079, 3.427, -2.584], [-1.823, -1.446, -1.108], [-0.929, 1.497, -2.736], [-0.505, 1.478, -3.771], [-2.029, 1.657, -2.879], [-0.989, 2.358, 0.460], [-1.162, 3.372, 0.881], [-0.703, 1.738, 1.320], [-2.347, 1.842, -0.069], [-2.616, 2.378, -0.980], [-3.105, 2.079, 0.677], [-0.668, 0.087, -2.125], [-0.719, -0.653, -2.969], [0.320, 0.002, -1.717], [2.008, 0.653, 2.083], [1.266, 1.321, 0.383], [1.994, -1.881, 1.913], [1.002, -1.553, 0.899], [0.441, -2.676, 0.237], [-0.027, -0.721, 1.569], [1.714, -0.635, -0.066]],
  "gap_ev": 5.71,
  "energy_ha": -1098.8200,
  "e_above_lowest_kcal_mol": 71.77
}

---

{
  "formula": "C8H13BrN3O3",
  "method": "wB97M-V/def2-TZVPD",
  "symbols": ["C", "C", "C", "C", "N", "O", "O", "N", "N", "C", "C", "Br", "C", "C", "O", "H", "H", "H", "H", "H", "H", "H", "H", "H", "H", "H", "H", "H"],
  "xyz": [[2.752, 1.261, 0.105], [1.573, 0.374, 0.127], [1.785, -0.945, -0.056], [0.614, -1.739, 0.011], [1.016, -3.190, -0.023], [2.059, -3.380, 0.471], [0.187, -3.850, -0.603], [-0.657, -1.352, 0.238], [-0.937, -0.004, -0.051], [-1.545, 0.141, -1.338], [-2.735, -0.872, -1.452], [-3.773, -0.852, 0.227], [0.191, 1.026, 0.243], [-0.029, 1.629, 1.572], [-1.472, 1.910, 1.578], [2.916, 1.623, -0.917], [3.854, 0.736, 0.196], [2.732, 2.192, 0.670], [2.781, -1.332, -0.402], [-1.593, 0.353, 0.647], [-2.050, 1.051, -1.488], [-0.769, 0.028, -2.167], [-2.303, -1.887, -1.601], [-3.515, -0.488, -2.073], [0.017, 1.809, -0.570], [0.567, 2.462, 1.800], [0.014, 0.934, 2.453], [-1.681, 2.362, 2.401]],
  "gap_ev": 8.59,
  "smiles": "CC1=CC([N+](=O)[O-])=N[N@H+](CCBr)[C@H]1CO",
  "total_charge": 1,
  "energy_ha": -3276.1601,
  "e_above_lowest_kcal_mol": 38.36
}

---

{
  "formula": "C8H13BrO2",
  "method": "wB97M-V/def2-TZVPD",
  "symbols": ["C", "C", "C", "C", "C", "C", "C", "C", "O", "O", "Br", "H", "H", "H", "H", "H", "H", "H", "H", "H", "H", "H", "H", "H"],
  "xyz": [[-0.101, -0.827, -0.821], [-1.203, -1.335, -0.312], [0.159, 2.424, 0.242], [1.185, 2.395, -0.912], [1.438, 0.609, 0.416], [-2.179, -2.196, -1.083], [-1.576, -1.088, 1.125], [2.257, -0.416, 1.114], [0.605, 1.410, 1.124], [1.991, 1.266, -0.628], [0.522, -0.984, -2.589], [0.142, 3.369, 0.786], [-0.848, 2.176, -0.109], [0.706, 2.266, -1.886], [1.830, 3.278, -0.935], [-1.651, -2.911, -1.714], [-2.824, -2.741, -0.398], [-2.803, -1.575, -1.729], [-0.926, -0.354, 1.588], [-2.606, -0.739, 1.182], [-1.507, -2.017, 1.691], [3.054, 0.057, 1.692], [2.705, -1.071, 0.372], [1.630, -0.997, 1.782]],
  "gap_ev": [5.88, 7.83],
  "s2": 2.0155,
  "spin_multiplicity": 3,
  "energy_ha": -3036.9185
}

---

{
  "formula": "C8H13CaN4O3S",
  "method": "wB97M-V/def2-TZVPD",
  "symbols": ["Ca", "N", "N", "C", "O", "O", "H", "H", "H", "C", "O", "C", "C", "H", "H", "H", "H", "H", "H", "S", "C", "N", "C", "C", "C", "N", "H", "H", "H", "H"],
  "xyz": [[-0.478, -0.672, -0.501], [0.271, 1.455, 0.736], [-0.768, 2.409, 0.640], [-1.901, 2.051, -0.133], [-2.634, 2.937, -0.549], [-2.037, 0.783, -0.276], [0.583, 1.375, 1.696], [1.066, 1.727, 0.158], [-0.486, 3.373, 0.540], [-2.195, -1.761, 2.477], [-0.874, -2.244, 2.477], [-0.349, -2.428, 1.183], [0.973, -3.108, 1.419], [-2.522, -1.671, 3.515], [-2.867, -2.445, 1.947], [-2.270, -0.774, 2.002], [0.872, -4.097, 1.890], [1.618, -2.515, 2.086], [1.522, -3.254, 0.484], [2.078, -0.409, -1.577], [1.906, 1.238, -2.163], [0.854, 1.468, -3.066], [0.647, 2.764, -3.566], [1.503, 3.756, -3.175], [2.517, 3.460, -2.275], [2.710, 2.180, -1.788], [0.020, 0.930, -2.873], [-0.166, 2.883, -4.264], [1.383, 4.758, -3.565], [3.201, 4.213, -1.909]],
  "gap_ev": [5.35, 5.80],
  "total_charge": -1,
  "energy_ha": -1833.2121,
  "e_above_lowest_kcal_mol": 14.27
}